{"formula": "C14H20FeNO4", "method": "ωB97M-V/def2-TZVPD", "homo_ev": [-0.49, -3.10], "total_charge": -1, "energy_ev": -58901.6529, "gap_ev": [3.169, 5.666], "multiplicity": 5, "lumo_energy_ev": [2.67, 2.56], "elements": ["O", "C", "Fe", "C", "O", "C", "O", "C", "C", "C", "C", "C", "C", "C", "H", "H", "H", "H", "H", "H", "H", "H", "H", "C", "C", "C", "C", "O", "N", "H", "H", "H", "H", "H", "H", "H", "H", "H", "H", "H"], "xyz": [[-2.990, 0.560, -0.110], [-2.467, -0.445, 0.229], [-0.949, -1.371, 0.844], [-1.668, -2.711, 1.702], [-2.536, -3.072, 2.395], [-1.084, -0.147, 2.102], [-1.126, 0.695, 2.907], [1.068, 1.718, -0.417], [2.205, 1.366, 0.568], [2.245, -0.012, 1.296], [1.092, -1.033, 1.311], [0.931, -1.657, 0.009], [0.428, -0.778, -1.031], [0.574, 0.646, -1.234], [0.302, 2.279, 0.184], [3.204, 1.410, 0.083], [2.199, 2.152, 1.351], [3.105, -0.585, 0.878], [2.531, 0.205, 2.338], [1.193, -1.657, 2.220], [1.287, -2.700, -0.210], [-0.037, -1.293, -1.896], [0.083, 0.929, -2.175], [3.526, 5.579, -0.908], [2.680, 5.390, -2.159], [2.164, 3.925, -2.282], [1.399, 3.693, -3.572], [0.651, 2.513, -3.405], [1.270, 3.551, -1.126], [3.975, 6.576, -0.904], [2.909, 5.531, -0.006], [4.289, 4.796, -0.826], [1.804, 6.067, -2.149], [3.240, 5.630, -3.086], [3.028, 3.242, -2.221], [0.687, 4.508, -3.795], [2.119, 3.528, -4.384], [0.299, 2.219, -4.255], [1.555, 4.183, -0.361], [0.319, 3.896, -1.340]], "forces_ev_per_a": [[0.9, -2.0, 1.0], [-1.4, 2.1, -1.9], [0.1, 0.3, -2.4], [-2.4, -0.4, 2.2], [1.0, -0.8, -0.6], [0.3, 1.5, 1.6], [0.1, -0.6, -0.4], [0.0, -2.5, 3.9], [0.1, 0.7, -0.4], [0.0, -0.2, 0.7], [2.5, 0.0, 0.5], [-0.8, -0.2, 0.2], [1.0, 1.0, -0.7], [-1.5, -2.7, -1.3], [0.1, -1.0, -0.4], [-0.4, 0.3, -0.1], [0.1, -0.2, -0.3], [-0.3, 0.4, 0.2], [-0.1, 0.0, -0.1], [0.3, -0.1, -0.8], [-0.9, 0.9, 0.1], [0.5, 0.3, 0.3], [0.1, -0.1, 0.6], [-0.1, 0.2, 0.0], [-0.4, -0.6, -0.7], [-0.5, 0.6, 0.9], [0.1, -0.3, -0.2], [-0.3, -0.3, -0.5], [0.8, 4.0, -1.8], [0.2, -0.2, 0.0], [0.1, -0.1, 0.0], [0.0, 0.3, 0.0], [0.3, -0.3, 0.0], [0.0, 0.0, 0.4], [-0.2, 0.1, -0.1], [0.5, 0.2, 0.0], [0.0, 0.5, -0.1], [0.1, 0.1, 0.2], [-0.1, -0.7, 0.0], [0.3, -0.5, 0.0]], "lowdin_spin": [0.080, 0.142, 1.964, 0.031, 0.002, -0.020, -0.012, 0.531, 0.063, 0.066, 0.212, 0.101, 0.082, 0.358, 0.026, 0.013, -0.001, 0.014, 0.003, 0.005, 0.017, 0.008, 0.025, 0.008, 0.020, 0.021, 0.008, 0.010, 0.169, 0.001, 0.004, 0.001, 0.006, 0.005, 0.002, 0.002, 0.002, 0.001, 0.013, 0.018]}